ORCA calculation (the ωB97M-V functional and the def2-TZVPD basis) on a molecular structure, C25H42N5O5SSiSn.

Summary:
Total charge = -1
HOMO level = -4.401 eV
Frontier orbital gap = 6.80 eV
Multiplicity = 1

Each line ends with the Mulliken charge.
Atoms and positions in Å:
Sn 2.26218 -0.01270 1.37658  0.42
C 2.99666 3.53921 1.49403  -1.75
C 2.40161 3.51983 0.07030  2.61
C 3.57701 3.21375 -0.87516  -2.02
C 1.87580 4.92415 -0.24637  -1.75
Si 1.08850 2.08418 -0.07028  -1.25
C -0.55792 2.66124 0.80521  2.91
C -1.42956 1.41291 1.06836  -2.10
C -0.23057 3.25225 2.18669  -2.18
C -1.39854 3.68065 0.02892  -1.85
C 0.71551 1.77822 -1.94549  3.08
C 0.55155 3.04125 -2.79941  -1.94
C -0.56201 0.93928 -2.07271  -2.47
C 1.84110 0.90936 -2.54935  -1.70
H 3.83504 4.25038 1.53810  0.50
H 3.38602 2.55748 1.78164  0.24
H 2.26779 3.84097 2.24914  0.29
H 4.38640 3.94033 -0.71284  0.57
H 3.28573 3.27296 -1.92735  0.32
H 3.98682 2.21141 -0.69382  0.32
H 2.70123 5.65064 -0.19062  0.54
H 1.11148 5.24097 0.47001  0.26
H 1.44334 4.98419 -1.25047  0.25
H -0.87370 0.63774 1.60515  0.16
H -1.80396 0.97215 0.14067  0.22
H -2.30162 1.69222 1.68168  0.64
H 0.40367 2.57547 2.77208  0.33
H -1.16046 3.40978 2.75213  0.52
H 0.27454 4.21835 2.11085  0.40
H -1.75256 3.27410 -0.92212  0.32
H -0.84212 4.59966 -0.18380  0.27
H -2.28427 3.95479 0.62217  0.52
H -0.18390 3.73404 -2.37637  0.28
H 0.20979 2.75663 -3.80482  0.53
H 1.49563 3.58243 -2.91712  0.36
H -1.46474 1.51105 -1.83314  0.28
H -0.52864 0.05652 -1.42731  0.32
H -0.66609 0.57008 -3.10067  0.67
H 2.83611 1.34949 -2.43860  0.25
H 1.65612 0.75941 -3.62395  0.62
H 1.84853 -0.07674 -2.07656  -0.11
C -6.91611 -2.39386 1.37494  -1.47
C -5.61306 -2.68820 0.66946  0.87
C -4.50987 -1.85370 0.83311  -0.91
C -3.30989 -2.12089 0.19019  0.17
C -3.20908 -3.24439 -0.61883  -0.10
C -4.29210 -4.10076 -0.78644  -0.60
C -5.48967 -3.81381 -0.14575  -0.67
S -1.71207 -3.56857 -1.52482  1.30
O -1.70156 -4.97658 -1.79857  -0.75
O -1.64559 -2.62174 -2.59597  -0.64
N -0.52095 -3.24513 -0.48019  0.31
C -0.52128 -4.03479 0.76996  -0.59
C 0.65655 -3.69896 1.68948  -0.64
C 0.56324 -2.32769 2.36571  0.36
O 0.65094 -2.27032 3.58732  -0.74
O 0.41122 -1.26548 1.59554  -0.09
H -6.97800 -1.34371 1.66510  0.36
H -7.00872 -2.99762 2.28246  0.29
H -7.76760 -2.62844 0.73259  0.38
H -4.59414 -0.97688 1.46927  0.41
H -2.45203 -1.46402 0.32365  0.23
H -4.16958 -4.97939 -1.41077  0.48
H -6.34588 -4.46894 -0.28160  0.36
H -0.30372 -2.25322 -0.34890  -0.30
H -0.46883 -5.07855 0.46781  0.45
H -1.44913 -3.89336 1.33420  0.46
H 1.58175 -3.71257 1.10115  0.20
H 0.71240 -4.44127 2.47743  0.34
N 3.82556 -1.90742 3.55087  -0.58
H 4.48178 -2.03632 4.31524  0.24
H 4.01436 -2.64520 2.87966  0.20
H 2.89936 -2.09392 3.92377  0.19
O 2.66678 -1.33752 -0.32759  0.41
N 3.83719 -1.36609 -0.83247  -0.73
C 3.93230 -2.06179 -1.91287  0.76
C 5.23533 -2.14946 -2.54108  0.04
N 6.24787 -2.25957 -3.07474  -0.52
C 2.84713 -2.77369 -2.55509  0.07
N 2.01765 -3.37630 -3.07866  -0.47



ORCA calculation (the ωB97M-V functional and the def2-TZVPD basis) on 2 unconnected molecules or ions with the total composition C7H14N2.

Summary:
HOMO level = -7.966 eV
Frontier orbital gap = 8.88 eV
Structure (SMILES) = C=C(C)C.C=C=CNN
Multiplicity = 1

Each line ends with the natural charge from an NBO analysis.
Atoms and positions in Å:
C 2.12199 3.38491 0.65049  -0.48
C 1.76149 2.14182 0.87835  -0.03
C -2.66866 0.02675 -1.67283  -0.64
C -1.53379 -0.60448 0.40600  -0.42
C -1.21453 -1.91268 -1.65997  -0.65
C 1.37437 0.97471 1.39606  -0.09
C -1.82347 -0.87161 -0.85905  -0.02
N 1.87203 -1.24467 1.54975  -0.69
N 2.29027 0.06695 1.84152  -0.45
H 2.59578 3.69108 -0.32427  0.21
H -2.10252 0.84251 -2.14194  0.22
H -3.05195 -0.57229 -2.53958  0.20
H -3.51905 0.39538 -1.17480  0.22
H 2.07293 4.24812 1.37643  0.21
H -0.88473 -1.35596 0.85325  0.22
H -2.05485 0.30017 1.00670  0.21
H -0.86361 -2.88246 -1.14990  0.22
H -1.85797 -2.43971 -2.34365  0.22
H -0.31881 -1.56490 -2.23280  0.23
H 0.31106 0.77601 1.17446  0.25
H 2.42615 -1.89433 1.00356  0.36
H 1.86505 -1.77924 2.49028  0.34
H 3.20283 0.27391 1.47194  0.36



ORCA calculation (the ωB97M-V functional and the def2-TZVPD basis) on a molecular structure, C38H42N5OS4ScSi.

Summary:
HOMO level = -7.150 eV
Frontier orbital gap = 6.36 eV
Multiplicity = 1

Each line ends with the Mulliken charge.
Atoms and positions in Å:
Sc -0.98633 -0.22742 0.07625  -1.10
C 0.30387 5.57853 2.78769  -0.85
C -1.08962 5.10559 2.37805  -0.29
N -1.07784 4.37541 1.13379  0.04
C -1.23434 3.04549 1.00413  0.29
S -1.04139 2.43848 -0.61080  -0.79
N -1.58642 2.35495 2.05547  -1.03
N -1.69437 1.01581 1.93241  0.96
C -2.03175 0.36726 3.02130  0.53
C -2.28845 1.07301 4.32379  -1.46
C -2.15248 -1.06765 2.94001  0.26
C -2.43280 -1.84803 4.07585  -0.64
C -2.54533 -3.21313 3.95625  -0.68
C -2.36827 -3.79347 2.70006  -1.15
C -2.09259 -2.96655 1.62810  -0.26
N -1.99087 -1.64472 1.72094  0.56
H 0.25190 6.13288 3.72185  0.42
H 0.73193 6.22921 2.02640  0.28
H 0.96551 4.72646 2.92477  0.10
H -1.75451 5.96935 2.26698  0.33
H -1.49829 4.43666 3.13447  0.05
H -0.75660 4.85706 0.30786  0.25
H -2.17442 2.14199 4.15932  0.19
H -1.57562 0.75505 5.08548  0.34
H -3.29831 0.87028 4.67982  0.34
H -2.53748 -1.37770 5.03934  0.48
H -2.77303 -3.82060 4.82040  0.43
H -2.42469 -4.86084 2.56492  0.50
H -1.95798 -3.38033 0.63431  0.52
C -2.42906 0.17968 -6.19782  -0.45
C -1.64094 0.75763 -5.21762  -0.72
C -1.77648 0.36686 -3.89618  0.45
C -2.69848 -0.60263 -3.52072  -0.23
C -3.46976 -1.18467 -4.52353  -0.23
C -3.34123 -0.80144 -5.84569  -0.69
Si -2.88381 -1.18120 -1.68539  0.98
C -2.69094 -3.07364 -1.99985  0.28
C -1.67046 -3.51343 -2.83995  -0.43
C -1.45563 -4.85915 -3.06705  -0.70
C -2.27051 -5.80587 -2.46885  -0.52
C -3.30520 -5.39028 -1.64756  -0.62
C -3.49927 -4.04033 -1.40986  -0.36
H -2.33915 0.49484 -7.22891  0.36
H -0.92154 1.51958 -5.48535  0.40
H -1.14960 0.82456 -3.13637  0.03
H -4.17512 -1.95963 -4.25571  0.35
H -3.95659 -1.26461 -6.60482  0.39
H -4.39386 -1.13042 -1.58214  -0.43
H -1.04246 -2.78522 -3.33653  0.53
H -0.65508 -5.17827 -3.71889  0.42
H -2.09946 -6.85959 -2.63961  0.40
H -3.96946 -6.11807 -1.20071  0.42
H -4.30325 -3.72170 -0.75924  0.41
C 2.87383 -1.72769 -2.91467  -0.80
C 2.56027 -0.38697 -2.78914  -0.54
C 1.48180 0.00963 -2.01213  0.04
C 0.66507 -0.89969 -1.31706  1.83
C 1.02924 -2.25109 -1.46404  -0.47
C 2.09792 -2.65924 -2.24890  -0.56
H 3.71402 -2.04336 -3.51948  0.36
H 3.15231 0.36035 -3.30160  0.45
H 1.26663 1.07484 -1.96062  -0.33
H 0.45991 -3.02819 -0.95247  0.27
H 2.32257 -3.71402 -2.34142  0.45
S 1.84980 2.48594 1.61334  -0.33
C 2.38823 3.44475 0.40301  0.55
N 1.80606 3.57698 -0.78202  0.29
C 2.32671 4.53584 -1.71901  -0.70
C 3.73498 4.91425 -1.25201  -0.53
S 3.83844 4.44796 0.51544  -0.14
H 0.86453 3.16141 -0.90564  -0.55
H 1.67422 5.41737 -1.75985  0.29
H 2.34584 4.08335 -2.71484  0.30
H 3.94018 5.97920 -1.34060  0.40
H 4.50437 4.35053 -1.78016  0.32
C 1.71074 -2.68180 2.85695  -1.06
S 1.20635 -0.90941 2.83932  0.31
O 0.56504 -0.74243 1.50513  0.53
C 2.88042 -0.26533 2.62950  0.06
C 3.49156 -0.36497 1.39285  0.03
C 4.74983 0.18166 1.21606  -0.74
C 5.37193 0.84315 2.26264  -0.46
C 4.74305 0.95555 3.49177  -0.60
C 3.48916 0.39752 3.68060  -0.32
H 2.15389 -2.92316 1.89419  0.30
H 0.82676 -3.28909 3.02817  0.32
H 2.42672 -2.83367 3.65674  0.46
H 2.96231 -0.83132 0.57331  0.18
H 5.23853 0.10468 0.25728  0.46
H 6.34409 1.28732 2.11592  0.41
H 5.21767 1.49412 4.29878  0.39
H 2.97295 0.49895 4.62378  0.43



ORCA calculation (the ωB97M-V functional and the def2-TZVPD basis) on a molecular structure, C33H51FeN5.

Summary:
Total charge = +3
HOMO level (alpha / beta) = -16.023 / -16.371 eV
Frontier orbital gap (alpha / beta) = 8.08 / 6.02 eV
Multiplicity = 6

Each line ends with the Löwdin spin population.
Atoms and positions in Å:
Fe 0.24063 0.41163 -1.24495  3.82
C -1.26077 0.74283 -3.54515  0.00
C -0.03847 0.82673 -4.21795  0.01
C 0.57383 2.06173 -4.38655  0.01
C -0.03377 3.20883 -3.89235  0.01
C -1.22647 3.12433 -3.18575  0.01
C -1.83457 1.89063 -2.99315  0.01
H -1.82417 -0.17777 -3.58375  0.00
H 0.36913 -0.04757 -4.70665  0.00
H 1.48683 2.13593 -4.95655  0.00
H 0.41323 4.17053 -4.09215  0.00
H -1.71257 4.01993 -2.82965  0.00
H -2.79627 1.82863 -2.50465  0.00
N 2.85723 -3.98027 1.61585  0.00
C 1.77073 -2.99797 1.25195  0.00
C 1.39403 -3.08417 -0.22355  0.00
C 2.42143 -2.48257 -1.20685  0.00
N 1.71983 -1.55227 -2.10975  0.02
C 3.55933 -1.75337 -0.48345  0.00
C 3.09783 -0.85437 0.66945  0.00
N 2.42893 0.33223 0.12005  0.03
C 2.13223 -1.56867 1.64125  0.00
H 2.59123 -4.92847 1.31365  0.00
H 3.00653 -4.00177 2.63515  0.00
H 3.75703 -3.74037 1.17385  0.00
H 0.90073 -3.30557 1.84045  0.00
H 0.47093 -2.50587 -0.33085  0.00
H 1.16503 -4.11747 -0.48605  0.00
H 2.87473 -3.29157 -1.79675  0.00
H 1.07163 -2.08597 -2.68655  0.00
H 2.39913 -1.14507 -2.75205  0.00
H 4.09353 -1.13667 -1.20845  0.00
H 4.30033 -2.46957 -0.12235  0.00
H 3.99693 -0.54887 1.22665  0.00
H 3.06523 0.79893 -0.52405  0.00
H 2.23543 0.99323 0.87055  0.00
H 1.19703 -1.00207 1.63675  0.00
H 2.52713 -1.53957 2.65765  0.00
C -3.75207 -1.22717 -1.64315  0.00
C -2.35997 -1.82357 -1.40005  0.01
C -2.05767 -2.90407 -2.43975  0.00
C -2.29517 -2.30167 0.02765  0.04
C -2.83207 -3.53007 0.35565  0.00
C -2.92827 -3.92967 1.68175  0.05
C -2.49417 -3.08407 2.68875  0.00
C -1.95217 -1.83377 2.42305  0.05
C -1.50737 -0.98237 3.58925  0.00
C -0.55987 -1.71887 4.54135  0.00
C -2.75407 -0.52197 4.36215  0.00
C -1.85897 -1.41867 1.05775  0.03
N -1.33627 -0.19807 0.69125  0.24
C -1.66417 0.90793 1.30995  -0.03
C -1.02887 2.14323 1.11185  0.25
C -1.29097 3.34983 1.83885  0.02
C -0.42597 4.28023 1.35615  0.14
C 0.36853 3.62983 0.33545  0.19
N -0.00487 2.35893 0.20975  0.03
C 1.45653 4.31763 -0.40665  0.02
C 2.19743 3.38473 -1.37355  0.00
C 0.84613 5.50723 -1.17795  0.02
C 2.45843 4.89683 0.61815  0.02
H -3.81437 -0.78387 -2.63215  0.00
H -3.98447 -0.46207 -0.90675  0.00
H -4.51207 -2.00257 -1.57805  0.00
H -1.60127 -1.01077 -1.50675  0.00
H -2.89507 -3.58647 -2.55615  0.00
H -1.17457 -3.48347 -2.17795  0.00
H -1.89757 -2.44377 -3.41215  0.00
H -3.21647 -4.17497 -0.41785  0.00
H -3.35117 -4.89117 1.92715  0.00
H -2.60257 -3.40417 3.71365  0.00
H -0.97107 -0.09617 3.22655  0.00
H -1.00017 -2.63727 4.91795  0.00
H -0.34637 -1.08177 5.39585  0.00
H 0.38493 -1.95837 4.05515  0.00
H -3.21057 -1.36167 4.87755  0.00
H -3.50327 -0.08717 3.70525  0.00
H -2.47857 0.22123 5.10475  0.00
H -2.50917 0.91923 1.99625  0.00
H -2.01717 3.46943 2.61715  0.00
H -0.32507 5.29803 1.67075  0.00
H 1.52013 2.61793 -1.77795  0.00
H 3.02923 2.90843 -0.86105  0.00
H 2.60873 3.95373 -2.20385  0.00
H 0.19933 5.14983 -1.97375  0.00
H 1.65313 6.09883 -1.60575  0.00
H 0.26403 6.15863 -0.53155  0.00
H 2.87873 4.11523 1.24875  0.00
H 1.98833 5.63613 1.25795  0.00
H 3.26963 5.38833 0.08615  0.00